Density functional theory data (the ωB97M-V functional and the def2-TZVPD basis) for C4H9NO in the gas phase.

Element x y z (Å)
C1 0.227 0.016 2.603
C2 -0.330 0.269 1.235
N1 0.396 0.551 0.236
C3 -0.308 0.911 -0.983
O1 0.317 0.455 -2.141
C4 0.411 -0.948 -2.213
H1 1.300 -0.181 2.551
H2 0.067 0.907 3.224
H3 -0.288 -0.818 3.092
H4 -1.430 0.239 1.151
H5 -1.361 0.556 -0.957
H6 -0.305 2.004 -1.058
H7 0.567 -1.207 -3.264
H8 -0.515 -1.429 -1.862
H9 1.252 -1.325 -1.616

Max |F|: 0.41 eV/Å
Kohn-Sham gap: 0.3944 Ha
2S+1: 1
Structure (SMILES): C/C=N/COC
ΔE to the lowest compared entry with this formula, charge and spin: 1.899 eV

Density functional theory data (the ωB97M-V functional and the def2-TZVPD basis) for C4H9NO as an isolated structure.

Element x y z (Å)
C1 -1.416 -0.842 -0.506
N1 -0.434 -0.218 0.368
C2 -0.594 1.212 0.560
C3 1.017 -0.703 0.114
C4 2.070 0.188 -0.273
O1 3.166 -0.176 -0.669
H1 -1.241 -0.515 -1.540
H2 -2.428 -0.568 -0.190
H3 -1.309 -1.928 -0.457
H4 -1.602 1.411 0.934
H5 0.140 1.562 1.291
H6 -0.439 1.754 -0.382
H7 1.002 -1.703 -0.307
H8 0.198 -0.750 1.195
H9 1.869 1.276 -0.135

Max |F|: 0.57 eV/Å
Kohn-Sham gap: 0.3103 Ha
2S+1: 1
ΔE to the lowest compared entry with this formula, charge and spin: 4.527 eV